Record 1
2 unconnected molecules or ions with the total composition C4H6O5S2 in a non-equilibrium geometry, computed with the ωB97M-V functional and the def2-TZVPD basis.

Structure (XYZ):
```
17
Properties=species:S:1:pos:R:3:forces:R:3:lowdin_charge:R:1
C 0.079939 0.525712 -0.321521 -0.6 1.0 0.7 -0.171
C 0.462691 -0.303569 0.452460 0.7 0.0 1.5 -0.140
C -0.517388 1.587478 -1.148132 3.1 1.8 1.5 -0.131
C 0.617326 -1.283894 1.557949 -0.2 0.6 1.7 -0.134
O 0.481719 -3.851520 -0.336873 -0.4 0.1 -0.2 -0.580
O 0.072586 -0.916981 -3.322806 -0.2 -0.4 -0.5 -0.534
O -1.263219 -5.367154 -1.081237 -0.1 0.3 -0.6 -0.581
O -2.225736 -1.044197 -2.417830 0.5 -0.3 -0.5 -0.554
O -0.794366 -3.214976 -2.452810 -0.1 -0.1 0.2 -0.656
S -0.926161 -3.936529 -0.856562 0.7 0.2 0.2 0.565
S -0.791544 -1.448145 -2.240611 -0.6 -0.3 0.8 0.565
H 0.111759 1.627581 -2.004572 -0.1 -0.1 -1.4 0.046
H -0.335479 2.654712 -0.727731 -0.4 -1.7 0.0 0.085
H -1.522364 1.480035 -1.372349 -1.8 -0.6 -0.5 0.034
H -0.275637 -1.001722 2.275795 1.4 -1.3 -1.4 0.094
H 1.523240 -1.253634 2.289793 -1.0 0.6 -1.6 0.070
H 0.664328 -2.299577 1.124385 -0.8 0.2 0.3 0.023
```
Forces are in eV/Å.

Properties
LUMO: 6.0 eV
Molar mass: 198.22 g mol⁻¹
Kohn-Sham gap: 0.2187 Eh
Charge: -2
Strongest force on any atom: 0.0755 Eh/bohr
Total energy: -1328.49893 Ha

Record 2
A molecular structure, AlH12O6 in a non-equilibrium geometry, computed with the ωB97M-V functional and the def2-TZVPD basis.

Structure (XYZ):
```
19
Properties=species:S:1:pos:R:3:forces:R:3:lowdin_charge:R:1
Al 0.100579 -0.057789 -0.046684 -1.1 -0.6 0.0 -0.153
O 1.006579 -0.081789 1.548316 0.3 -1.1 0.4 0.192
H 0.904579 0.585211 2.219316 0.2 0.8 1.0 0.165
H 1.234579 -0.924789 1.981316 0.3 0.1 0.2 0.187
O 0.759579 -1.730789 -0.552684 -0.9 -0.6 0.1 0.188
H 1.625579 -2.011789 -0.856684 0.8 -0.1 -0.2 0.174
H 0.129579 -2.348789 -0.969684 0.2 -0.2 0.1 0.179
O -0.691421 1.688211 0.318316 -1.2 1.3 1.1 0.143
H -0.936421 2.462211 -0.210684 0.6 0.2 -1.2 0.167
H -1.234421 2.022211 1.085316 0.7 -1.2 0.2 0.199
O 1.623579 0.694211 -0.739684 1.9 -0.5 0.6 0.206
H 1.542579 1.506211 -1.165684 -0.6 2.7 -2.1 0.123
H 2.560579 0.842211 -0.431684 -0.6 -1.1 0.3 0.224
O -1.369421 -0.859789 0.941316 0.3 0.5 -0.9 0.161
H -1.219421 -1.409789 1.718316 -0.5 -0.3 0.3 0.163
H -2.293421 -0.570789 0.858316 -0.2 -0.4 0.3 0.171
O -0.940421 -0.099789 -1.681684 0.6 2.5 0.0 0.167
H -1.744421 -0.527789 -1.974684 -0.7 -0.9 -0.2 0.164
H -1.058421 0.823211 -2.040684 0.1 -1.1 -0.2 0.181
```
Forces are in eV/Å.

Properties
LUMO: -11.8 eV
Molar mass: 135.07 g mol⁻¹
Kohn-Sham gap: 0.5333 Eh
Charge: +3
Strongest force on any atom: 0.0673 Eh/bohr
Energy relative to the best compared isomer or geometry (same formula, charge and spin): 51.90 kJ/mol
Total energy: -700.07905 Ha

Record 3
A gas-phase ion, C6H9N2OS (charge +1) in a non-equilibrium geometry, computed with the ωB97M-V functional and the def2-TZVPD basis.

Structure (XYZ):
```
19
Properties=species:S:1:pos:R:3:forces:R:3:lowdin_charge:R:1
C 2.213356 -0.629650 -1.734818 0.7 -0.7 0.3 -0.139
C 1.702531 0.443572 -2.308435 -0.3 2.4 -2.4 -0.373
S 0.401893 1.444583 -1.644710 0.1 -0.6 -1.2 1.014
C 0.600389 0.928377 0.129896 2.0 -4.4 -3.1 -0.490
N -0.303355 1.299613 1.021576 -0.2 2.6 2.5 -0.061
C -1.541458 0.658628 0.681655 -1.0 0.8 1.8 -0.179
C -1.571629 -0.841144 1.024080 -1.3 0.8 1.0 -0.106
O -0.562625 -1.633393 0.367747 2.9 3.4 -2.9 0.050
C 0.417706 -0.741862 -0.097275 0.1 0.3 1.1 -0.113
N 1.453472 -1.248621 -0.723475 -1.6 0.2 0.8 0.113
H 3.093892 -1.228927 -2.024649 -0.7 0.6 -0.1 0.148
H 1.996366 0.811443 -3.364630 0.0 -0.6 2.1 0.122
H 1.684286 1.042437 0.152157 0.0 0.2 1.4 0.120
H -0.268723 2.286364 1.431832 -0.3 -2.1 -1.0 0.200
H -1.695196 0.718202 -0.386435 -0.6 0.3 -0.4 0.089
H -2.256653 1.306124 1.255774 -0.3 -1.5 -0.8 0.166
H -1.304406 -1.140341 2.008701 -0.6 0.7 1.5 0.128
H -2.620038 -1.128064 0.813070 0.9 -0.7 -0.3 0.151
H 1.378021 -2.223977 -0.806711 0.3 -1.8 -0.2 0.162
```
Forces are in eV/Å.

Properties
LUMO: -4.2 eV
Molar mass: 157.22 g mol⁻¹
Kohn-Sham gap: 0.3230 Eh
Charge: +1
SMILES: C1=CS[C@H]2NCCOC2=[NH+]1
Strongest force on any atom: 0.1115 Eh/bohr
Energy relative to the best compared isomer or geometry (same formula, charge and spin): 139.48 kJ/mol
Total energy: -816.62275 Ha

Record 4
C23H27ClN2O5 in the gas phase, computed with the ωB97M-V functional and the def2-TZVPD basis.

Structure (XYZ):
```
58
Properties=species:S:1:pos:R:3:forces:R:3:lowdin_charge:R:1
C 2.466419 3.170285 7.116080 -0.1 0.0 -0.3 -0.088
C 2.128656 2.777123 5.679784 0.1 0.0 0.2 -0.266
N 3.083938 1.813368 5.154320 0.0 0.0 0.1 -0.196
C 2.787577 0.459145 5.591792 0.1 -0.1 0.0 -0.257
C 3.897484 -0.531474 5.260391 -0.3 0.2 0.1 -0.083
C 3.337149 1.958250 3.735919 -0.2 -0.1 -0.2 -0.200
C 2.162378 1.612620 2.806838 0.4 0.0 0.1 -0.137
C 2.568024 1.728853 1.337385 -0.1 0.2 0.3 -0.120
N 1.526756 1.274191 0.447101 0.0 -0.1 -0.2 -0.002
C 0.476549 2.046539 0.086402 0.2 0.5 0.2 -0.369
O 0.305812 3.200325 0.409120 -0.2 0.1 0.0 0.106
C -0.409865 1.196275 -0.824517 -0.5 -0.2 -0.4 -0.244
O -1.448860 1.557698 -1.328482 0.3 0.2 0.3 0.128
C 0.247512 -0.101114 -0.913049 0.2 -0.6 -0.1 -0.037
C -0.192982 -1.215022 -1.543005 0.1 0.5 0.2 -0.191
O 0.481579 -2.370649 -1.353064 -0.1 0.1 0.0 0.116
C -1.373198 -1.262208 -2.414292 -0.2 -0.3 -0.2 -0.156
C -2.301286 -2.287671 -2.259736 0.2 0.2 0.0 -0.017
C -3.421896 -2.360662 -3.067048 -0.3 -0.1 -0.2 -0.004
C -3.630380 -1.422834 -4.073544 0.2 0.1 0.0 -0.294
O -4.680845 -1.405418 -4.918756 0.4 0.2 0.1 -0.104
C -5.686808 -2.380648 -4.777105 -0.2 -0.2 0.0 -0.072
C -2.671739 -0.407583 -4.241424 -0.1 -0.2 0.1 -0.563
Cl -2.902083 0.736231 -5.503984 0.0 0.2 -0.1 0.744
C -1.567478 -0.319873 -3.423678 -0.1 -0.2 0.0 -0.034
C 1.471383 -0.093558 -0.030537 0.2 -0.5 -0.1 -0.145
C 1.364901 -1.080180 1.092686 -0.9 0.1 0.2 -0.251
C 0.309394 -1.435193 1.881837 0.5 0.2 -0.5 -0.012
C 0.812909 -2.381051 2.807565 0.5 -0.1 0.0 -0.052
C 2.131815 -2.527996 2.510580 -0.5 -0.4 0.6 -0.124
O 2.474586 -1.744072 1.474954 0.4 0.2 -0.3 0.054
H 3.501187 3.496350 7.172041 0.1 0.0 0.0 0.074
H 1.821066 3.984464 7.436026 -0.1 0.1 0.1 0.068
H 2.329741 2.337760 7.800837 0.0 -0.1 0.1 0.058
H 1.095339 2.394864 5.635864 0.0 0.1 -0.1 0.118
H 2.177530 3.674157 5.059229 -0.1 0.0 0.0 0.115
H 1.829955 0.089220 5.181704 0.0 0.0 0.1 0.112
H 2.679377 0.499549 6.677830 -0.1 0.0 0.0 0.106
H 3.730238 -1.457771 5.805159 0.0 -0.1 0.0 0.072
H 3.922506 -0.764731 4.199230 0.0 -0.1 -0.1 0.050
H 4.859320 -0.120628 5.555272 0.1 0.0 0.0 0.080
H 4.190354 1.324459 3.482435 0.0 0.1 -0.1 0.111
H 3.639232 2.995009 3.562431 0.1 0.0 0.0 0.124
H 1.832222 0.592995 3.007607 -0.1 0.0 0.0 0.094
H 1.323512 2.284288 2.994384 -0.1 0.0 0.0 0.121
H 3.466068 1.135882 1.142387 0.0 0.0 0.0 0.134
H 2.769607 2.776736 1.097414 0.1 -0.1 0.0 0.135
H 0.076849 -3.081600 -1.869119 0.0 0.2 0.0 0.123
H -2.177047 -3.017227 -1.471004 0.0 -0.1 0.1 0.123
H -4.134012 -3.153242 -2.902834 -0.1 -0.1 0.0 0.107
H -6.159457 -2.328050 -3.791724 0.0 0.0 0.0 0.100
H -5.294417 -3.388852 -4.943054 0.0 0.0 0.0 0.098
H -6.424930 -2.151275 -5.543491 0.0 -0.1 0.1 0.097
H -0.853915 0.472096 -3.574740 0.0 0.1 0.0 0.125
H 2.383494 -0.332162 -0.597457 -0.1 0.0 0.1 0.175
H -0.692884 -1.064436 1.811247 -0.2 0.1 -0.1 0.123
H 0.266566 -2.876804 3.583336 0.0 -0.2 0.2 0.102
H 2.901260 -3.135945 2.943154 0.2 0.0 0.0 0.121
```
Forces are in eV/Å.

Properties
LUMO: -0.3 eV
Molar mass: 446.93 g mol⁻¹
Kohn-Sham gap: 0.2894 Eh
SMILES: CCN(CC)CCCN1C(=O)C(=O)/C(=C(/O)c2ccc(OC)c(Cl)c2)[C@@H]1c1ccco1
Strongest force on any atom: 0.0179 Eh/bohr
Energy relative to the best compared isomer or geometry (same formula, charge and spin): 198.52 kJ/mol
Total energy: -1838.50436 Ha

> Among the records above, which one has the lowest molar mass?

AlH12O6